Entry 1:
11
Properties=species:S:1:pos:R:3:forces:R:3:lowdin_charge:R:1 method="wB97M-V/def2-TZVPD" e_tot_ha=-285.25193 relative_energy_ev=4.426 gap_ha=0.32191 lumo_energy_ev=0.62
N -0.503573 1.404754 1.275759 -0.1468 -0.0250 -0.0540 0.157
C -0.181140 0.524931 0.280828 0.1762 -0.1018 -0.0421 -0.415
C 0.071302 -0.836714 0.296544 -0.0761 0.1214 0.1320 -0.073
C 0.423726 -1.122012 -1.167692 -0.0448 -0.0479 -0.4857 -0.197
C 0.427639 0.060359 -1.903237 -0.0705 -0.3447 0.3808 -0.057
O 0.035690 1.024290 -0.924024 -0.0149 0.0580 0.0812 -0.029
H -0.889222 2.280051 0.949913 0.0692 -0.0776 0.0141 0.111
H -0.981633 1.021651 2.076192 0.0730 0.0046 -0.0644 0.106
H -0.115557 -1.545436 1.090792 0.0013 0.1140 -0.1389 0.123
H 0.625854 -2.117917 -1.536488 -0.0142 0.1571 0.0268 0.096
H 1.237454 -0.896386 -0.147047 0.0476 0.1420 0.1502 0.178



Entry 2:
11
Properties=species:S:1:pos:R:3:forces:R:3:lowdin_charge:R:1 method="wB97M-V/def2-TZVPD" e_tot_ha=-285.27503 relative_energy_ev=3.798 gap_ha=0.31946 lumo_energy_ev=0.04
C -1.481323 -0.086286 0.029934 -0.1501 -0.0271 0.0104 -0.065
C 0.014360 -0.047656 0.008512 0.0813 -0.1880 0.0233 -0.250
C 0.933667 -1.166447 0.148247 0.0971 -0.2287 0.0254 -0.269
O 2.152061 -1.075827 0.120261 -0.3261 -0.3182 0.0501 0.001
N 1.885258 1.635807 -0.247087 -1.5335 0.8127 -0.0904 0.245
C 0.860701 0.982963 -0.143955 0.7298 -0.5967 0.0720 -0.219
H -1.796610 -1.124739 0.169982 0.0359 0.1278 -0.0205 0.078
H -1.909588 0.496467 0.853106 0.0749 -0.0906 -0.1135 0.077
H -1.927782 0.265987 -0.906521 0.0719 -0.0622 0.1299 0.077
H 0.435703 -2.142763 0.285527 -0.0367 -0.0375 0.0081 0.128
H 0.833554 2.262489 -0.318001 0.9554 0.6085 -0.0948 0.197



Entry 3:
11
Properties=species:S:1:pos:R:3:forces:R:3:lowdin_charge:R:1 method="wB97M-V/def2-TZVPD" smiles="C1=N[C@H]1[C@H]1CO1" e_tot_ha=-285.22786 relative_energy_ev=5.081 gap_ha=0.38239 lumo_energy_ev=0.69
C 1.768974 0.284103 1.244410 -3.4287 0.0548 -3.8694 -0.052
N 1.915734 0.523449 0.003800 0.6036 0.1905 1.4185 0.137
C 0.546613 0.773152 0.560419 -2.5568 1.5349 -1.8755 -0.182
C -0.845297 0.320835 -0.357564 5.0140 -1.7164 3.3394 -0.205
C -0.953173 -0.983649 -0.943982 1.6083 -1.6310 -1.7623 -0.171
O -1.643970 -0.665391 0.198919 -1.4160 -0.4191 1.6889 -0.023
H 1.923255 -0.369318 2.011547 1.6338 -1.2974 1.9831 0.076
H 0.253782 1.806744 0.754086 0.7109 0.1605 0.0634 0.085
H -1.316992 1.118730 -0.767425 -1.2446 2.5472 -0.9805 0.096
H -1.570209 -1.122720 -1.823176 0.0088 -0.0305 -0.1637 0.109
H -0.078717 -1.685935 -0.881033 -0.9334 0.6065 0.1581 0.130



Entry 4:
11
Properties=species:S:1:pos:R:3:forces:R:3:lowdin_charge:R:1 method="wB97M-V/def2-TZVPD" e_tot_ha=-285.24824 relative_energy_ev=4.526 gap_ha=0.35245 lumo_energy_ev=0.14
N 2.967149 0.431350 0.503575 -1.0368 -0.5149 -0.3408 0.149
C 1.977253 -0.063227 0.166424 0.9060 0.4649 0.3209 -0.216
C 0.708193 -0.675250 -0.237891 -0.0507 -0.0228 -0.0684 -0.136
C -0.464195 0.085344 0.367570 0.0860 0.0668 0.0488 -0.461
C -0.966061 1.312379 -0.294706 0.1026 0.0347 0.2827 0.145
O -1.754418 -0.371032 -0.107054 -0.0858 0.0263 -0.1349 -0.025
H 0.698578 -1.721857 0.087808 -0.0072 0.1544 -0.0401 0.130
H 0.638308 -0.646842 -1.330733 0.0059 0.0326 0.1257 0.127
H -0.491398 -0.008091 1.455920 0.0086 0.0580 -0.1378 0.150
H -1.545138 1.865528 0.462211 0.0889 -0.0608 -0.0900 0.034
H -1.768268 -0.208297 -1.073126 -0.0174 -0.2392 0.0340 0.104



Entry 5:
11
Properties=species:S:1:pos:R:3:forces:R:3:lowdin_charge:R:1 method="wB97M-V/def2-TZVPD" e_tot_ha=-285.18783 relative_energy_ev=6.170 gap_ha=0.32327 lumo_energy_ev=0.74
N -0.990807 -1.369383 -0.157219 -1.4250 0.1925 0.5571 0.166
C -0.050514 -0.419257 -0.048447 -0.3845 -2.9102 -2.7752 -0.478
C 1.146352 -0.964571 0.350771 0.0795 0.9627 1.3488 0.151
O 0.880351 0.702790 1.125326 3.1869 0.7553 3.2301 -0.120
C 0.365879 1.645825 0.324978 0.5370 -1.3142 0.0290 -0.165
C -0.249124 0.914101 -0.578218 -1.4577 1.4889 -1.2993 -0.053
H -0.872622 -2.146016 0.478821 0.0748 -0.0115 -0.2932 0.111
H -1.941582 -1.069377 -0.263158 -0.3743 -0.0068 -0.2461 0.108
H 1.981006 -1.221600 -0.300291 0.3366 1.1306 0.2379 0.066
H 0.496211 2.705559 0.502938 0.1775 -0.1243 0.0015 0.125
H -0.723533 1.258146 -1.456421 -0.7508 -0.1630 -0.7905 0.088



Entry 6:
11
Properties=species:S:1:pos:R:3:forces:R:3:lowdin_charge:R:1 method="wB97M-V/def2-TZVPD" smiles=N#CC[C@H]1CO1 e_tot_ha=-285.35684 relative_energy_ev=1.571 gap_ha=0.43511 lumo_energy_ev=0.83
N -0.216672 -2.533830 -1.776214 -0.2065 1.0738 0.5518 0.141
C -0.455864 -1.523591 -1.265264 0.2316 -0.9115 -0.4356 -0.213
C -0.785726 -0.254059 -0.608042 -0.0195 0.0751 -0.0290 -0.123
C 0.013130 -0.007986 0.658632 0.0182 -0.2159 -0.0425 -0.312
C 1.026492 1.044465 0.733063 0.2633 -0.0125 -0.1161 -0.103
O -0.270996 1.225928 1.286829 -0.1340 0.1046 0.0973 -0.032
H -1.850042 -0.268682 -0.353900 0.0732 -0.0181 -0.0323 0.131
H -0.627278 0.567890 -1.313055 -0.0438 -0.1020 0.0756 0.129
H 0.091315 -0.858758 1.335345 -0.0149 0.1017 -0.0878 0.150
H 1.838187 0.964018 1.454050 -0.1402 0.0092 -0.0881 0.114
H 1.237454 1.644606 -0.151444 -0.0275 -0.1045 0.1067 0.117



Entry 7:
11
Properties=species:S:1:pos:R:3:forces:R:3:lowdin_charge:R:1 method="wB97M-V/def2-TZVPD" smiles="C=C(C#N)CO" e_tot_ha=-285.29664 relative_energy_ev=3.209 gap_ha=0.36201 lumo_energy_ev=-0.05
C -0.056430 -1.403402 -0.567579 5.4464 4.7751 -2.9769 0.137
C 0.596699 -0.152731 -0.375018 -4.9777 -2.5842 1.5853 -0.228
C 1.080188 0.758391 -1.428997 1.6737 0.1214 -5.0467 -0.167
N 1.408178 1.233662 -2.496360 -1.6333 -2.0419 5.8820 0.138
C -0.132700 0.526777 0.814148 2.7628 3.9500 0.4242 -0.273
O -1.107350 -0.226933 1.554197 0.9978 0.7682 -1.6215 -0.064
H -0.724207 -1.846106 0.042062 -1.7681 -1.0980 2.3327 0.027
H 0.251393 -1.862949 -1.467903 -0.1892 -0.8833 -0.9023 0.058
H 0.628651 1.023358 1.587919 -1.2104 -1.3383 -1.4243 0.147
H -0.424048 1.509284 0.232995 -0.8646 -1.6146 1.4824 0.136
H -1.520373 0.440648 2.104536 -0.2375 -0.0543 0.2652 0.089



Entry 8:
11
Properties=species:S:1:pos:R:3:forces:R:3:lowdin_charge:R:1 method="wB97M-V/def2-TZVPD" e_tot_ha=-285.27260 relative_energy_ev=3.864 gap_ha=0.34091 lumo_energy_ev=0.16
C 0.921031 0.215521 0.551577 0.0279 0.0465 0.0646 -0.044
C -0.106632 -0.332335 -0.429273 0.1771 -0.0697 0.0724 -0.335
C -2.044137 0.052232 1.020666 0.4094 -0.0624 -0.1729 0.075
O -1.494977 0.087600 -0.154713 -0.2572 0.0783 0.2711 -0.150
C 0.158107 0.141481 -1.795862 0.1674 0.3507 -1.0558 -0.156
N 0.369366 0.524772 -2.866228 -0.1767 -0.4262 1.1586 0.177
H 0.855489 1.306307 0.606134 0.0083 -0.1652 -0.0395 0.103
H 0.793014 -0.206667 1.552214 -0.0213 0.0645 -0.2231 0.074
H 1.920033 -0.059215 0.198249 -0.1751 0.0505 0.0472 0.098
H -0.108162 -1.426837 -0.432939 -0.0057 0.1380 -0.0193 0.155
H -1.263132 -0.302859 1.750174 -0.1542 -0.0050 -0.1033 0.005